(1)
C37H71BrCl22N2O2PS2 | ωB97M-V with the def2-TZVPD basis set

Element x y z (Å)
C: -5.8463 -3.2526 1.9977
H: 1.4566 3.4831 -1.0462
H: -0.1483 2.5876 4.7854
H: 5.0319 -0.8284 -4.0774
Cl: -5.8615 -4.4651 6.0795
H: 3.6354 0.5223 -5.1429
O: -5.0373 0.1757 -0.9255
H: -6.7421 -2.8670 2.4830
C: -5.0847 3.6855 -1.9232
H: 6.5842 6.3115 -7.0273
C: 0.2879 2.3505 3.8185
H: -6.1806 -5.2127 2.7877
Cl: -3.4296 10.1479 -3.7403
C: 7.3679 -3.3973 6.5419
H: 8.2878 -3.2931 8.4667
H: 0.1815 -3.8812 12.0353
H: 4.1997 4.5104 -6.3403
C: 1.9374 3.5604 -3.1546
H: 0.2494 -1.5610 -5.7476
H: -4.8658 -4.8410 8.7767
H: -3.0523 -0.2126 -0.5396
H: -4.4879 4.3512 -1.3039
H: 0.0207 -0.3694 0.9490
H: 2.2508 1.8443 4.4883
C: -3.6841 0.1603 -1.3417
C: -4.1780 -4.2019 8.2277
Cl: -0.4176 -6.0633 12.6926
H: 2.4541 -3.9662 6.5366
C: -4.7875 -2.1953 -1.3829
H: 2.1288 -0.0459 -6.0215
H: -4.1909 -2.2483 -0.4690
C: -4.9004 9.3986 -4.4098
Cl: 9.6541 -1.9469 -6.2438
C: 0.4704 -0.3470 -1.1173
S: -2.6529 -4.2059 -1.8098
C: -1.7641 -4.2320 11.1777
H: 4.9091 6.8721 -6.9329
Cl: -4.6084 -2.5065 8.5869
C: 4.4047 -1.6820 -4.2792
C: -5.7249 -1.0114 -1.2468
H: 0.0410 3.4649 -2.1361
H: -3.3811 1.1831 -1.5147
C: 2.2562 -4.0629 8.6557
H: -3.6086 -3.7903 6.1920
C: 2.8521 -3.4565 7.4125
H: 2.4192 -5.1395 8.6549
H: -2.3950 -0.5852 -2.8685
H: 3.9334 -3.5433 7.4020
C: 1.4285 1.3742 3.9518
C: -1.7981 -1.6665 -5.2401
Cl: -1.0061 1.7205 2.7701
H: -1.8175 -1.8417 -6.3152
C: -6.3784 4.3286 -2.3425
C: 1.0264 3.8787 -1.9623
C: -0.3131 -1.3142 -4.8462
H: -6.3086 -0.8660 -2.1608
H: -5.4961 9.0311 -3.5782
C: 7.9593 0.1735 -5.8687
C: -3.4460 -0.5976 -2.6307
H: -3.1656 -4.3538 8.6060
C: 0.6433 0.9041 -1.9134
O: 4.1449 -1.8989 -5.6877
H: 0.9072 4.9493 -1.8492
H: 1.2853 1.5448 -1.3277
Cl: 0.9640 -0.0780 4.8774
N: -0.0630 -1.3889 -1.6210
H: 1.1899 -3.8741 8.7143
C: 0.9186 -0.3246 0.3315
Cl: 2.9886 -3.4300 10.1615
H: 7.6487 -1.3589 -7.3179
Cl: 2.4380 -1.7291 7.2474
Cl: 6.3292 3.4985 -6.5289
H: 4.8864 4.6601 -7.9650
H: 4.5421 -2.6382 -3.7904
Cl: -6.1273 5.9281 -3.0973
H: 8.1531 -4.9376 7.8317
C: 1.4002 2.4570 -4.1012
C: 7.9972 -1.2709 -6.2911
H: -2.4935 -0.8499 -5.0725
H: 1.5748 -1.1641 0.5480
H: 6.7668 -2.4943 6.6133
C: -5.3714 -4.4873 2.7169
H: -3.8152 -5.5028 6.5792
H: 0.6487 3.2710 3.3622
H: -0.2730 1.4664 -2.0614
Cl: -4.6252 -1.9579 2.0474
Cl: -4.0929 3.2032 -3.3220
C: 3.0933 -1.4305 -4.8633
P: 1.5842 0.5411 -3.5761
S: -2.4755 -3.2112 -4.5371
H: -2.0420 -3.1873 11.0465
H: -6.4983 9.8202 -5.7573
C: 5.1038 4.7409 -6.9010
H: 2.3097 -2.1333 -4.5970
H: -3.9648 -0.0459 -3.4216
H: -5.0571 10.8078 -6.0310
H: -6.9154 3.7074 -3.0542
Cl: 1.9821 2.6984 -5.7944
C: -0.7603 -4.3603 12.2928
H: 1.6750 -0.8017 -3.1112
Cl: 5.7480 6.3379 -4.8140
H: -0.0937 -2.1440 -0.9334
C: -5.6853 10.3545 -5.2689
C: 7.6530 -3.9754 7.9041
H: -4.5806 8.5482 -5.0098
H: -7.0096 4.4867 -1.4701
C: -3.0570 -3.0162 -2.8576
C: -4.2074 -4.5026 6.7547
H: -6.4069 -1.2176 -0.4203
Cl: -1.0931 -4.7889 9.6190
H: -1.1580 -3.8935 13.1919
Cl: 6.1584 -4.2025 8.8480
Cl: 1.9502 5.2210 -4.0462
H: 1.4176 0.6139 0.5588
Cl: -4.0292 -5.2857 1.8556
H: 6.9602 0.5715 -6.0426
Cl: 6.4981 -4.5501 5.4970
H: -5.4018 -3.0808 -1.5310
H: 0.3298 2.6266 -4.1968
H: -5.0349 -4.2430 3.7211
N: -3.9713 -1.9837 -2.5870
H: 1.7864 1.0487 2.9784
C: -0.0560 0.1713 -4.5669
H: 8.6748 0.7718 -6.4274
H: 7.3659 -1.8862 -5.6579
H: -0.9358 0.6238 -4.1091
H: 0.0355 -1.9396 -4.0307
Br: 3.6720 0.9235 -2.2918
H: -2.6645 -4.8075 11.3775
H: 0.0706 0.6735 -5.5289
H: 2.9803 3.4780 -2.8898
Cl: -6.4261 11.6715 -4.3189
H: -6.0755 -3.4610 0.9546
H: 8.3041 -3.1547 6.0425
C: 2.6786 0.0119 -5.0824
Cl: 8.3228 0.3870 -4.1367
H: -5.2955 2.7766 -1.3573
C: 5.6139 6.1235 -6.5743

Calculated values
**Energy above the lowest of the compared OMol25 structures with the same formula, charge and spin**: 0.0 kcal/mol
**Net charge**: -1


(2)
C37H71CdGe2N3O2SSi4Te | ωB97M-V with the def2-TZVPD basis set

Element x y z (Å)
C: 0.1234 -0.8158 5.8043
Si: -1.5556 0.9467 -4.2124
H: -2.0798 -7.3133 -0.5386
H: -1.7814 -1.4457 -4.8238
H: -0.5664 -1.3004 6.4958
H: 2.7857 -0.1271 5.6391
H: -4.5362 -0.3702 -0.5633
C: -4.8694 3.2376 -2.1381
H: -3.7170 -3.6578 0.1894
H: 4.8541 -2.0939 2.1055
H: 1.6423 1.5754 5.3136
Ge: 2.8184 -1.6630 0.5787
H: 0.5406 -2.7286 4.9310
H: -2.8772 2.5843 -5.5626
H: 3.8093 1.4613 4.1690
H: 4.1453 6.0102 0.3716
C: -4.7345 0.2994 -1.3987
H: 0.9437 0.9514 -4.2826
H: 4.4081 1.7722 -0.2584
C: -2.4524 -1.8675 0.1212
H: -2.7109 -3.5471 -1.2401
C: 3.9540 -1.8072 -2.2261
C: -2.6166 -4.3545 2.8227
C: 5.0439 -3.6859 0.6660
O: -0.0402 4.0277 2.0182
C: 4.4497 3.9175 -0.0121
C: 1.8758 3.5528 0.7248
H: -4.4486 -0.2211 -2.3125
H: 0.2948 2.3657 -5.0993
H: 4.6595 -0.4346 -0.7052
H: 3.6889 0.3767 2.7712
H: -2.7958 5.4250 -0.8849
C: -1.4226 -3.4014 2.7971
H: 5.6839 -4.3350 1.2709
H: -0.5234 -3.9142 3.1593
C: 2.3899 4.8411 0.7677
C: -1.1930 -6.6424 -2.3746
H: -1.3378 6.4019 -1.0452
H: 5.4794 4.0183 -0.3250
H: 3.6528 -3.3630 2.2688
N: 2.5847 2.4809 0.3713
C: -2.8877 1.5050 -5.4111
H: -0.8832 -1.2882 -3.3136
C: 1.1834 1.9134 4.3847
C: 0.4585 3.3140 1.1686
H: 2.4114 -2.2394 3.7751
C: 0.7450 4.5536 -2.5890
H: -0.2058 -5.7047 -4.0329
O: -0.2057 2.3157 0.6456
H: 3.0810 -0.0501 -1.3552
C: -0.3179 1.6760 4.4914
H: -1.7194 6.1545 -4.0191
H: -4.1373 -2.5305 -1.0894
H: 0.2540 0.7900 -5.8995
H: -0.6796 2.1768 5.3901
C: -1.7079 5.3788 -0.9351
C: 3.8538 2.6645 0.0163
H: 1.2964 3.7322 -2.1332
H: -1.5817 -7.4636 -2.9628
H: 1.0288 4.5904 -3.6422
H: 2.0546 1.9312 2.5365
N: 1.8814 1.2506 3.2678
C: 3.7042 5.0223 0.3722
H: -2.9238 -4.5572 3.8527
H: -3.0618 -1.2461 0.7879
C: 4.1971 -2.7581 1.5334
C: 0.3658 -3.3905 -0.0376
H: -3.0053 4.9479 -3.9646
H: 1.3618 2.9920 4.3357
H: 5.6970 -3.1171 0.0026
H: -5.9336 3.1096 -1.9265
H: -2.0918 -1.1879 -0.6589
H: -0.8341 2.1199 3.6379
H: 2.1957 -3.7297 -0.9105
C: -1.4711 -6.5567 -1.0177
H: -3.4833 -3.9374 2.3109
H: -3.8806 1.2280 -5.0535
S: -0.8640 -0.0523 4.4925
H: -1.5233 4.6201 -4.8655
C: -0.4172 -5.6587 -2.9715
C: 3.0295 -0.4829 4.6354
H: -1.2120 -5.4270 0.7820
C: -3.2978 -2.9594 -0.5340
C: -0.1835 -4.5112 -0.8494
C: 3.7151 -0.8840 -1.0327
Si: -1.1241 4.3716 -2.4122
H: -4.5960 4.2575 -1.8699
H: -3.5520 3.4633 0.7745
H: -2.9473 1.8495 1.1171
H: -4.6912 2.1566 1.1383
C: 0.0831 -4.6087 -2.2170
Cd: 0.8589 -0.5414 1.9216
C: -1.9235 5.0823 -3.9622
Si: -3.8687 1.9495 -1.1830
C: -3.7546 2.4015 0.6322
C: 1.1114 -1.8761 5.3037
H: 1.0731 5.4847 -2.1207
C: 3.1830 0.7029 3.6797
Si: -1.7524 2.1024 -2.1767
H: 4.4220 -4.3304 0.0429
Te: 0.1773 1.0606 -0.9501
H: -2.6296 -1.1227 -3.3082
H: -5.8111 0.4824 -1.4439
H: -4.7352 3.1301 -3.2163
C: 0.1425 1.2971 -4.9381
H: 0.6253 -0.0312 6.3721
C: 1.6612 -3.0765 -0.2109
Ge: -0.8487 -2.3608 1.1856
C: -0.9802 -5.4969 -0.2724
H: -1.6201 -2.6044 3.5218
H: 3.0081 -2.1823 -2.6222
H: -2.7370 1.0247 -6.3804
H: -1.3526 4.9886 0.0221
H: 4.4640 -1.2886 -3.0433
N: 1.9940 -1.4356 4.2266
H: 1.6802 -2.2265 6.1791
H: 4.0092 -0.9638 4.7209
H: 4.5564 -2.6770 -1.9649
C: -1.7304 -0.8946 -3.8816
H: 1.7624 5.6566 1.0956
H: 0.6690 -3.8329 -2.6949
H: -2.4012 -5.3214 2.3675

Calculated values
**Energy above the lowest of the compared OMol25 structures with the same formula, charge and spin**: 58.3 kcal/mol


Number 1: Kohn-Sham gap 6.728 eV, HOMO energy -5.3 eV. Number 2: Kohn-Sham gap 5.367 eV, HOMO energy -5.9 eV.